No. 1
DFT (ωB97M-V/def2-TZVPD) results for C38H54BF4KN9O2PSi as an isolated structure.

Values from the calculation:
Charge: -2
Frontier orbital gap: 5.988 eV
Lowest unoccupied orbital energy: 0.144 Ha
HOMO energy: -2.06 eV

Each line ends with the Löwdin charge.
Geometry (Å):
K 0.56572 -0.20076 1.27587  0.748
C -1.30674 -4.40515 1.24685  -0.066
C -1.40660 -4.93557 2.52629  -0.091
C -0.92676 -4.20947 3.59620  -0.035
C -0.36035 -2.94318 3.37485  -0.324
N -0.27464 -2.44008 2.14360  0.047
C -0.72543 -3.15623 1.11097  -0.128
N 0.11615 -2.30854 4.52137  0.156
C 0.50341 -1.09163 4.69130  -0.290
N 0.55341 0.02479 3.88152  0.083
C 0.98252 1.06588 4.62706  -0.326
N 1.18965 2.33331 4.37089  0.130
C 0.96403 2.99268 3.18207  -0.337
C 1.46328 4.31565 3.12445  -0.031
C 1.24895 5.08303 2.00594  -0.097
C 0.53338 4.54322 0.93685  -0.089
C 0.08183 3.24425 1.06380  -0.175
N 0.28295 2.48294 2.14732  0.091
C 1.26378 0.62053 6.02845  -0.110
C 1.71864 1.29751 7.14361  -0.029
C 1.87894 0.56525 8.31659  -0.109
C 1.58791 -0.79887 8.35482  -0.107
C 1.12729 -1.46481 7.22262  -0.026
C 0.97485 -0.72493 6.06621  -0.107
H -1.66960 -4.92799 0.37133  0.093
H -1.85263 -5.91083 2.68660  0.093
H -0.96474 -4.58235 4.61033  0.093
H -0.64558 -2.69871 0.12503  0.072
H 2.00835 4.68443 3.98222  0.096
H 1.63625 6.09500 1.95694  0.093
H 0.35071 5.09922 0.02641  0.082
H -0.45032 2.76598 0.24231  0.071
H 1.93874 2.35634 7.08795  0.101
H 2.23887 1.05702 9.21361  0.086
H 1.72795 -1.34467 9.28149  0.087
H 0.89322 -2.52216 7.22684  0.104
C -2.57988 2.03849 4.24810  -0.037
O -3.01232 2.44064 2.94006  -0.042
C -2.72482 1.53932 1.97577  -0.617
O -2.25199 0.44821 2.17863  0.050
N -3.11212 2.00528 0.75327  0.010
N -2.52940 1.35283 -0.37438  0.063
H -2.95773 2.80003 4.92584  0.086
H -1.49455 1.99205 4.28847  0.067
H -2.98288 1.05941 4.50298  0.095
H -3.06870 3.00838 0.67367  0.127
H -3.27972 1.23327 -1.04626  0.072
H -2.32798 0.38756 -0.09917  0.040
C -4.71653 -1.13227 0.58055  -0.049
C -4.15413 -1.89602 -0.59352  -0.370
C -4.96141 -2.78237 -1.29513  -0.104
C -4.38098 -3.43638 -2.38614  -0.130
C -3.06875 -3.21505 -2.70103  -0.066
C -2.25544 -2.31823 -1.91506  -0.463
N -2.87694 -1.64978 -0.88661  0.121
N -0.96171 -2.12559 -2.11072  -0.048
Si 0.09003 -3.17421 -2.93378  0.348
C -0.22940 -3.31461 -4.80820  -0.191
C 0.02531 -4.94230 -2.25911  -0.180
C 1.85452 -2.58717 -2.74040  -0.153
H -5.53910 -1.67856 1.04827  0.066
H -5.10332 -0.15921 0.26089  0.068
H -3.93709 -0.95338 1.31738  0.055
H -5.98907 -2.95121 -0.99949  0.079
H -4.96730 -4.12780 -2.98543  0.087
H -2.61970 -3.71864 -3.54872  0.066
H -1.02764 -4.02726 -5.03718  0.004
H 0.67633 -3.65069 -5.32541  0.016
H -0.52042 -2.34691 -5.22481  0.003
H -1.00548 -5.28050 -2.12148  0.009
H 0.53165 -4.99335 -1.29063  0.022
H 0.52701 -5.64107 -2.93760  0.017
H 2.06235 -1.70476 -3.35083  0.003
H 2.55114 -3.37187 -3.05555  0.038
H 2.08903 -2.34273 -1.70180  0.017
C 1.85462 3.77737 -4.78640  -0.129
C 1.29275 3.67170 -3.36847  -0.552
C 0.10450 4.62900 -3.22737  -0.152
P 0.85543 2.00183 -2.64458  1.097
C 2.49662 1.28810 -2.14832  -0.538
C 2.76268 1.73141 -0.70760  -0.137
C 3.74609 1.54091 -2.98885  -0.112
C 0.22853 0.89090 -3.99289  -0.556
C 1.13542 0.47134 -5.14833  -0.115
C -1.10630 1.42200 -4.51803  -0.133
H 2.16841 4.80757 -4.99504  0.069
H 1.08997 3.51894 -5.52247  0.059
H 2.71157 3.12703 -4.94986  0.050
H 2.06977 4.01678 -2.67297  0.092
H -0.64332 4.43017 -4.00063  0.062
H 0.42532 5.67062 -3.33835  0.067
H -0.38829 4.51802 -2.26012  0.045
H 2.31362 0.20791 -2.11251  0.088
H 2.98858 2.80283 -0.64993  0.076
H 3.59438 1.16908 -0.28204  0.078
H 1.87560 1.55836 -0.09661  0.007
H 4.01948 2.60142 -2.96735  0.068
H 3.63816 1.24357 -4.03079  0.049
H 4.57892 0.97716 -2.55999  0.077
H -0.00967 -0.00888 -3.40791  0.069
H 1.40184 1.30995 -5.79197  0.053
H 0.62340 -0.26942 -5.77031  0.064
H 2.05576 0.00855 -4.79701  0.049
H -0.96322 2.27959 -5.18496  0.057
H -1.75892 1.73340 -3.69981  0.060
H -1.62569 0.64342 -5.08440  0.072
F 4.54879 -1.46655 1.61866  0.099
B 3.90748 -1.72051 0.40036  -1.241
F 2.60119 -1.11347 0.43180  -0.054
F 3.76397 -3.09428 0.18173  0.103
F 4.62430 -1.12045 -0.66270  0.081

***

No. 2
DFT (ωB97M-V/def2-TZVPD) results for C38H54BF8NO4P3S2ScSi as an isolated structure.

Values from the calculation:
Charge: 0
Frontier orbital gap: 7.539 eV
Lowest unoccupied orbital energy: 0.012 Ha
Relative energy (zero: lowest compared OMol25 entry of this formula, charge and spin): 3.441 eV
HOMO energy: -7.21 eV

Each line ends with the Löwdin charge.
Geometry (Å):
Sc 1.16353 0.90834 -0.83540  0.626
C 0.68671 5.20582 -1.42941  -0.107
C 0.78405 4.88509 0.05881  -0.534
C 2.22808 5.08333 0.52794  -0.100
P 0.18618 3.17693 0.50061  1.062
C 0.29990 3.30583 2.35521  -0.518
C -0.50837 4.46571 2.93410  -0.098
C -0.02322 2.02325 3.11108  -0.102
C -1.58114 3.16287 -0.00276  -0.349
C -2.28152 4.35885 -0.17611  -0.101
C -3.55738 4.37155 -0.71347  -0.075
C -4.14881 3.17650 -1.09463  -0.073
C -3.47308 1.98294 -0.89657  -0.094
C -2.19256 1.93438 -0.33394  -0.295
Si -1.33959 0.24997 0.06072  0.655
C -2.23243 -1.02587 -1.05673  -0.295
C -3.51817 -1.46549 -0.71870  -0.114
C -4.18439 -2.42707 -1.45864  -0.077
C -3.56487 -2.99662 -2.56227  -0.073
C -2.30007 -2.57042 -2.92761  -0.105
C -1.63309 -1.58209 -2.19654  -0.355
P 0.00690 -0.96387 -2.71189  1.072
C 1.07670 -2.46404 -2.98512  -0.519
C 0.88599 -3.32771 -4.23307  -0.099
C 1.01384 -3.35319 -1.74148  -0.121
C -0.26593 -0.16407 -4.36454  -0.525
C -1.23845 -0.80602 -5.35096  -0.100
C 1.08902 0.12189 -5.02309  -0.107
C -2.07886 -0.18309 1.77842  -0.318
C -3.15435 0.55604 2.28470  -0.113
C -3.64884 0.34551 3.56268  -0.079
C -3.05864 -0.60578 4.38080  -0.076
C -2.01279 -1.37201 3.89066  -0.096
C -1.53052 -1.19348 2.59203  -0.360
P -0.23371 -2.23683 1.82232  1.104
C -0.84268 -3.99046 2.01858  -0.529
C -1.47406 -4.44160 3.33507  -0.119
C -1.82664 -4.28450 0.88399  -0.125
C 1.25638 -2.11298 2.94047  -0.469
C 1.23961 -2.70704 4.34592  -0.089
C 2.42332 -2.69439 2.14780  -0.312
H 0.88151 6.27059 -1.57843  0.090
H -0.28792 4.97437 -1.85515  0.069
H 1.44698 4.66491 -1.99124  0.057
H 0.14898 5.58955 0.59913  0.079
H 2.87485 4.28633 0.15333  0.072
H 2.32394 5.12216 1.61249  0.067
H 2.60933 6.02608 0.13064  0.086
H 1.36635 3.50291 2.49668  0.076
H -1.56898 4.35047 2.69898  0.079
H -0.18073 5.43955 2.57129  0.065
H -0.40978 4.47175 4.02198  0.083
H -1.09659 1.85936 3.16165  0.066
H 0.34327 2.10969 4.13738  0.091
H 0.43236 1.14674 2.65383  0.036
H -1.82615 5.30383 0.08957  0.098
H -4.07691 5.31150 -0.84985  0.104
H -5.13677 3.17333 -1.53862  0.104
H -3.95982 1.05814 -1.18436  0.092
H -4.00225 -1.05742 0.16206  0.100
H -5.17744 -2.74610 -1.16605  0.106
H -4.06646 -3.76211 -3.14081  0.104
H -1.83867 -3.00202 -3.80373  0.082
H 2.07531 -2.02127 -3.03929  0.079
H 1.67846 -4.08063 -4.25688  0.084
H 0.94201 -2.76657 -5.16159  0.050
H -0.05975 -3.86871 -4.21284  0.065
H 0.10331 -3.95571 -1.76198  0.069
H 1.01203 -2.78181 -0.81347  0.023
H 1.86667 -4.03633 -1.72701  0.088
H -0.69907 0.79555 -4.07348  0.084
H -0.91885 -1.79694 -5.67450  0.062
H -1.29844 -0.17487 -6.24107  0.084
H -2.24166 -0.88771 -4.93570  0.069
H 1.48626 -0.76317 -5.51948  0.070
H 1.84270 0.46448 -4.31092  0.053
H 0.97843 0.90309 -5.77682  0.095
H -3.60182 1.33300 1.67611  0.096
H -4.48188 0.93570 3.92501  0.104
H -3.41754 -0.76145 5.39049  0.103
H -1.57824 -2.12681 4.52965  0.077
H 0.06862 -4.57742 1.84518  0.099
H -2.42937 -3.93818 3.49035  0.071
H -0.84897 -4.26122 4.20662  0.047
H -1.67678 -5.51495 3.28631  0.081
H -2.76176 -3.74810 1.05300  0.074
H -2.05911 -5.35181 0.84843  0.081
H -1.44587 -3.97581 -0.08947  0.045
H 1.41964 -1.03011 3.01969  0.085
H 1.10929 -3.79012 4.30983  0.072
H 0.45404 -2.28123 4.96762  0.063
H 2.19515 -2.50990 4.83268  0.078
H 2.27257 -3.77516 2.01534  0.118
H 4.37096 -2.57289 2.24461  0.078
H 2.46033 -2.24577 1.15172  0.072
F 5.76317 1.79376 2.47918  0.136
C 4.58721 2.10553 1.94212  -0.745
F 4.77589 2.69831 0.77548  0.145
F 3.94525 2.94408 2.76208  0.120
S 3.55234 0.55375 1.79790  1.036
O 2.32316 1.10140 1.11906  -0.599
O 3.63737 -2.45907 2.85708  -0.088
N 4.47664 -0.23897 0.70922  -0.380
S 3.91343 -0.18080 -0.73842  0.589
O 3.87449 1.09849 -1.40674  -0.278
O 2.61339 -0.86231 -0.87478  -0.407
C 5.11443 -1.26385 -1.61542  -0.681
F 4.72493 -1.35479 -2.88263  0.157
F 5.12487 -2.47696 -1.07386  0.155
F 6.32764 -0.74006 -1.55934  0.169
F 2.16334 2.81433 -3.46548  0.112
B 1.08931 2.37323 -2.77725  -0.670
F -0.05859 2.81695 -3.34611  0.103